{"formula": "C28H53BN2O11", "method": "ωB97M-V/def2-TZVPD", "elements": ["C", "C", "C", "C", "C", "C", "C", "C", "C", "C", "C", "C", "C", "C", "C", "C", "N", "B", "O", "O", "C", "O", "C", "N", "O", "C", "C", "O", "C", "C", "H", "H", "H", "H", "H", "H", "H", "H", "H", "H", "H", "H", "H", "H", "H", "H", "H", "H", "H", "H", "H", "H", "H", "H", "H", "H", "H", "H", "H", "H", "H", "H", "H", "H", "H", "H", "H", "H", "H", "H", "H", "C", "O", "C", "O", "O", "C", "H", "H", "H", "H", "H", "H", "C", "O", "C", "O", "O", "C", "H", "H", "H", "H", "H", "H"], "xyz": [[2.64130, -3.21879, 1.02410], [3.75633, -3.11601, -0.13802], [3.19282, -2.66213, -1.58076], [4.04545, -1.41555, -2.18834], [3.13261, -0.18577, -2.69744], [2.94963, 1.00024, -1.61255], [2.87354, 0.49499, -0.08531], [1.96418, 1.42626, 0.88525], [0.41820, 1.50995, 0.43560], [-0.34555, 0.09230, 0.38089], [-0.35550, -0.60408, -1.07286], [-1.18030, 0.25801, -2.19032], [-2.80030, 0.17973, -1.94791], [-3.24837, -1.28721, -2.43857], [-4.50742, -1.91957, -1.66284], [-4.64549, -3.44914, -2.21440], [-4.67672, -4.61452, -2.55989], [-5.94854, -1.20942, -2.01080], [-7.12390, -2.06608, -2.22099], [-6.10520, 0.22470, -2.09842], [-4.26257, -2.09734, -0.04516], [-2.88342, -2.00224, 0.33558], [-5.10605, -0.95574, 0.75496], [-5.63532, 0.07330, 1.12555], [-4.89620, -3.35365, 0.29436], [-4.45328, -3.85600, 1.58099], [-3.39310, -5.08801, 1.45312], [-2.01688, -4.64381, 1.34954], [-1.15132, -5.65584, 0.77527], [-0.63943, -5.33963, -0.71799], [1.61349, -3.58490, 0.67235], [3.03157, -3.93954, 1.83622], [2.50250, -2.20053, 1.53023], [4.24662, -4.15010, -0.26830], [4.52129, -2.31848, 0.21906], [3.28842, -3.56019, -2.30839], [2.08288, -2.36224, -1.58918], [4.86611, -1.03106, -1.48304], [4.59760, -1.82108, -3.12912], [2.12496, -0.62578, -3.06991], [3.62207, 0.27612, -3.64428], [1.94468, 1.52553, -1.87136], [3.75328, 1.82850, -1.72972], [2.49645, -0.57904, 0.04949], [3.95486, 0.53390, 0.34149], [2.07667, 1.04519, 1.96840], [2.40854, 2.49653, 0.80713], [0.30317, 2.05706, -0.57732], [-0.11088, 2.20091, 1.20725], [0.11234, -0.57133, 1.21132], [-1.45415, 0.23783, 0.68936], [-0.67150, -1.71552, -1.05960], [0.75120, -0.61252, -1.42970], [-0.80165, 1.33550, -2.25824], [-0.90754, -0.24401, -3.20423], [-2.98535, 0.29209, -0.81900], [-3.24784, 1.03450, -2.57519], [-2.35592, -2.03030, -2.46046], [-3.56053, -1.17482, -3.55388], [-7.22490, -2.17008, -3.20486], [-6.85731, 0.40696, -2.71340], [-2.42957, -2.69477, -0.22102], [-4.10032, -3.04462, 2.31870], [-5.38969, -4.33350, 2.07974], [-3.47767, -5.65710, 2.46700], [-3.70237, -5.83785, 0.63809], [-1.64383, -6.69458, 0.76161], [-0.20211, -5.68694, 1.44578], [0.35624, -4.74212, -0.74391], [-0.39218, -6.35979, -1.21108], [-1.38615, -4.77165, -1.37615], [2.88267, 6.74825, 0.91691], [3.59109, 7.01896, -0.29013], [3.49797, 6.04358, -1.21095], [2.88448, 5.00945, -1.08960], [4.20681, 6.42005, -2.29061], [4.19664, 5.47227, -3.35652], [3.02448, 7.59716, 1.58739], [1.81350, 6.63961, 0.72033], [3.27961, 5.85434, 1.40417], [3.17934, 5.31512, -3.72299], [4.64283, 4.52748, -3.03670], [4.79755, 5.87922, -4.17108], [2.51320, 5.39291, 5.20110], [1.56820, 4.74983, 4.34759], [0.53705, 4.17890, 4.99471], [0.36395, 4.17356, 6.19006], [-0.26702, 3.61531, 4.07605], [-1.41472, 2.96550, 4.62053], [3.29805, 5.81680, 4.57276], [2.04015, 6.20598, 5.75691], [2.96974, 4.67223, 5.88368], [-2.04678, 3.68080, 5.15214], [-1.11756, 2.14677, 5.28016], [-1.98791, 2.54915, 3.79076]], "atomic_forces_ev_per_a": [[0.4697, -0.0946, 0.3294], [-0.6348, 0.1389, 0.1183], [0.5604, 0.2436, -0.2525], [0.0526, -0.2561, -1.2630], [0.5326, 0.0828, -0.3360], [-1.1555, 0.0192, -0.1789], [0.3969, 0.4490, 0.7640], [0.3693, 0.3420, -1.1116], [-0.2305, 0.3167, 0.3589], [-0.6881, 0.0843, 0.3429], [1.2756, 0.9048, -0.2803], [0.0158, -1.2071, 0.2088], [1.6963, -0.3594, -0.1770], [-0.3109, 0.5532, -0.9294], [0.2980, -1.9234, -0.3556], [0.2379, -3.7555, -0.7120], [0.2270, 6.6240, 1.7130], [-1.9253, 1.0439, -0.0850], [2.2755, 1.6146, -1.3436], [0.1698, -2.9702, -1.0081], [-1.0236, 0.1259, 0.3917], [-1.9545, -0.8777, -1.2917], [-0.6692, 4.4057, 0.3936], [2.7502, -5.9216, -1.8379], [1.7840, 1.4812, 0.7901], [-0.2643, -1.7442, 1.2061], [-0.8124, 0.1225, 1.4244], [-0.6985, -1.0529, -1.1596], [1.2947, -0.2015, -0.2845], [0.6442, -0.2643, -0.1797], [1.5525, 0.4794, 0.3676], [-0.7288, 1.0938, -1.2005], [0.0870, -1.4154, -0.7682], [-0.5212, 1.7363, 0.3523], [-1.0791, -1.6248, -0.6488], [-0.2083, 1.5152, 1.1798], [1.5973, -0.5104, 0.3653], [-1.3252, -0.6584, -0.8600], [-0.8075, 0.7228, 1.6156], [1.5319, 0.8534, 0.7974], [-0.7776, -0.7447, 1.5737], [1.6801, -0.7904, 0.4334], [-1.1929, -1.5698, 0.2553], [0.5964, 1.4735, -0.5945], [-1.7847, -0.2553, -0.6237], [-0.3208, 0.6165, -1.6631], [-0.8016, -1.6766, 0.3670], [0.3682, -0.8876, 1.6283], [0.8331, -1.2175, -1.2540], [-0.6803, 0.7511, -1.5093], [1.8323, -0.1541, -0.4070], [0.2989, 1.8471, 0.1062], [-1.8991, -0.0653, 0.5210], [-0.6008, -1.5163, 0.3193], [-0.6641, 0.9303, 1.5076], [0.0735, 0.1144, -1.8613], [0.2292, -1.5416, 1.2158], [-1.5392, 1.2682, 0.3206], [0.4654, -0.3675, 1.8335], [-0.1575, -0.1348, 1.3549], [0.5625, -0.1046, 1.0743], [-0.3829, 0.7516, 0.9584], [-0.2709, -1.1478, -1.4225], [1.4978, 0.8003, -1.0160], [-0.0033, 0.8482, -1.5789], [0.4452, 1.4169, 0.8877], [0.5972, 1.5914, 0.2331], [-1.6892, -0.1386, -1.0226], [-1.7606, -0.8856, 0.2587], [-0.5184, 1.7345, 0.6546], [0.7916, -0.9782, 1.0241], [-0.2424, -0.0443, 0.4657], [0.0755, -0.2829, -0.4691], [0.0166, 0.0439, 0.0093], [0.3297, 0.5038, -0.0773], [-0.2254, -0.0287, 0.4518], [0.0305, -0.2513, -0.3715], [0.1439, 0.0218, -0.3007], [0.1579, -0.1661, 0.0128], [-0.1781, 0.0003, -0.1459], [0.1042, -0.1045, 0.1603], [-0.2026, 0.0607, 0.0140], [-0.0328, 0.1733, 0.2743], [0.3039, 0.2046, 0.2224], [-0.3232, -0.1786, 0.0692], [-0.1006, -0.0733, -0.0467], [0.1176, 0.0196, -0.6139], [0.4117, 0.2665, 0.2353], [-0.4160, -0.2459, 0.1039], [-0.2333, -0.1623, -0.1475], [0.0150, -0.2093, 0.0558], [-0.1787, 0.1183, 0.0224], [0.1699, -0.1153, 0.0691], [-0.0253, 0.2091, 0.0420], [0.2732, 0.1574, -0.0659]], "charge": 0, "lumo_energy_ev": 0.16, "e_tot_ev": -56069.6447, "smiles": "CCCCCCCCCCCCCC[C@](C#N)(B(O)O)[C@@](O)(C#N)OCCOCC.COC(=O)OC.COC(=O)OC"}

{"formula": "C28H53FGeN4O9PRb", "method": "ωB97M-V/def2-TZVPD", "elements": ["Rb", "C", "C", "C", "C", "O", "Ge", "O", "C", "C", "C", "C", "O", "C", "C", "C", "C", "H", "H", "H", "H", "H", "H", "H", "H", "H", "H", "H", "H", "H", "H", "H", "H", "H", "H", "H", "H", "H", "H", "H", "H", "H", "H", "H", "C", "C", "N", "O", "C", "C", "N", "O", "H", "H", "H", "H", "H", "H", "H", "F", "C", "C", "N", "C", "C", "O", "O", "C", "O", "N", "C", "O", "H", "H", "H", "H", "C", "C", "P", "C", "C", "C", "C", "H", "H", "H", "H", "H", "H", "H", "H", "H", "H", "H", "H", "H", "H", "H"], "xyz": [[-0.29370, -0.07630, -0.12122], [-0.05288, -5.10231, -0.10857], [0.36444, -3.68025, -0.51191], [-0.56807, -3.19496, -1.62950], [1.80782, -3.70056, -1.02789], [0.34265, -2.79547, 0.58263], [-0.87661, -2.85645, 2.03871], [-0.30814, -1.20861, 2.76802], [0.64174, -0.97280, 3.76890], [2.03904, -0.89610, 3.14561], [0.29764, 0.37293, 4.41787], [0.63593, -2.07295, 4.83969], [-2.30574, -2.09543, 1.03795], [-3.60513, -1.89253, 1.53337], [-4.47156, -1.42845, 0.35626], [-4.18454, -3.19882, 2.10093], [-3.61720, -0.81213, 2.62095], [0.07693, -5.79308, -0.94483], [-1.10279, -5.10665, 0.19224], [0.54599, -5.44531, 0.73770], [-0.59703, -3.92015, -2.44612], [-0.22786, -2.23862, -2.03254], [-1.57453, -3.07193, -1.22444], [1.90379, -4.32300, -1.92092], [2.47270, -4.07889, -0.24761], [2.10111, -2.67616, -1.27075], [2.07018, -0.08154, 2.41959], [2.23710, -1.82963, 2.61793], [2.81096, -0.73304, 3.90358], [0.15052, 1.11588, 3.63223], [1.09938, 0.70366, 5.08375], [-0.63196, 0.29240, 4.98486], [0.93856, -3.02346, 4.39655], [-0.36800, -2.19662, 5.25047], [1.32371, -1.82019, 5.65074], [-4.43106, -2.16822, -0.44545], [-4.10346, -0.47392, -0.02501], [-5.51019, -1.30515, 0.67577], [-4.09700, -3.99133, 1.35530], [-5.23490, -3.08534, 2.38055], [-3.61397, -3.49457, 2.98339], [-3.18489, 0.11039, 2.23027], [-3.02089, -1.13495, 3.47620], [-4.64128, -0.61465, 2.95053], [-0.02737, 5.10803, -1.25663], [-0.00519, 4.02733, -0.21205], [0.90499, 3.14370, -0.13103], [1.87838, 3.26243, -1.09809], [-1.08527, 3.96563, 0.78350], [-2.07102, 5.09301, 0.92777], [-1.17977, 2.91577, 1.51374], [-1.98569, 2.66045, 2.39726], [0.63384, 4.82600, -2.07151], [0.32447, 6.05457, -0.84117], [-1.03443, 5.25683, -1.64398], [2.35700, 2.43387, -0.99483], [-1.56010, 6.05502, 0.93532], [-2.61982, 4.96662, 1.85825], [-2.78942, 5.08139, 0.10607], [-4.94965, 2.27519, -6.31382], [-4.55873, 2.19431, -5.02939], [-3.25345, 2.28366, -4.72202], [-2.79933, 2.25049, -3.43617], [-1.37691, 2.18554, -3.16351], [-0.80420, 0.73319, -3.47376], [-1.24349, 0.22404, -4.50930], [0.03679, 0.33461, -2.64058], [-3.65878, 1.98188, -2.39000], [-3.28895, 1.84347, -1.23778], [-4.98883, 1.91047, -2.74696], [-5.56686, 1.99515, -4.01721], [-6.76816, 1.90300, -4.16406], [-2.50920, 2.38565, -5.49689], [-1.20610, 2.43523, -2.12182], [-0.84639, 2.88079, -3.81436], [-5.62360, 1.70877, -1.98867], [4.87898, 0.36999, -2.92193], [3.54361, 0.16709, -2.20978], [3.56893, -0.09545, -0.36695], [4.77396, -1.51520, -0.30252], [4.85136, -2.16918, 1.07598], [4.69511, 1.30327, 0.16791], [4.43080, 1.73003, 1.61443], [4.71020, 0.57175, -3.98141], [5.50772, -0.51770, -2.84765], [5.42941, 1.21547, -2.50631], [3.01972, -0.69944, -2.62135], [2.87797, 1.01197, -2.40922], [5.76294, -1.16984, -0.61202], [4.42794, -2.24986, -1.03410], [5.17427, -1.45684, 1.83819], [5.55868, -3.00103, 1.06871], [3.87485, -2.55487, 1.36677], [4.51950, 2.15737, -0.49379], [5.73921, 1.00661, 0.04658], [3.40626, 2.08826, 1.72919], [5.10924, 2.53199, 1.91425], [4.56772, 0.89481, 2.30288]], "atomic_forces_ev_per_a": [[-0.1951, -0.1423, 0.8637], [0.0378, 0.1901, 0.0680], [0.0291, -0.3200, -0.1876], [0.0429, 0.0137, 0.2195], [-0.1620, 0.0497, 0.1042], [-0.1551, 0.4281, 0.1620], [-0.1219, -0.4762, 0.2949], [-0.2474, 0.2060, -0.5805], [0.1600, -0.0557, 0.2580], [-0.2033, -0.0421, 0.0091], [-0.0082, -0.1401, -0.1147], [-0.0253, 0.0640, -0.1319], [0.6117, 0.2094, -0.1028], [-0.3118, -0.0024, 0.0486], [0.1046, -0.0535, 0.1275], [0.1848, 0.1141, -0.0073], [0.0127, -0.1343, -0.0988], [-0.0113, -0.0040, -0.0077], [0.0065, -0.0807, 0.0019], [-0.0078, -0.0204, -0.0032], [-0.0019, 0.0435, -0.0477], [-0.0225, -0.0148, -0.1047], [-0.0009, 0.0143, -0.0417], [0.0258, 0.0145, -0.0071], [0.0253, -0.0008, -0.0199], [0.0282, -0.0349, -0.0386], [0.0624, -0.0071, -0.0226], [0.0360, 0.0248, -0.0320], [0.0170, 0.0120, -0.0115], [0.0393, 0.0453, 0.0312], [-0.0344, 0.0166, 0.0306], [-0.0040, 0.0187, -0.0103], [0.0089, -0.0282, 0.0783], [-0.0029, 0.0059, -0.0044], [0.0094, -0.0218, 0.0106], [-0.0082, 0.0097, -0.0113], [0.0103, 0.0004, -0.0369], [-0.0126, 0.0206, -0.0492], [-0.0208, -0.0148, -0.0016], [0.0044, 0.0332, -0.0015], [-0.0570, -0.0883, -0.0046], [0.0061, 0.0138, 0.0488], [0.0107, 0.0582, 0.0065], [0.0098, 0.0260, 0.0317], [0.0454, -0.1208, 0.0180], [0.1285, 0.2335, -0.2932], [-0.1674, -0.3183, 0.3117], [0.1652, 0.0552, -0.1735], [-0.0397, -0.0005, -0.0042], [0.0306, -0.2278, 0.0724], [-0.3507, 0.2907, 0.0765], [0.0947, -0.2084, 0.0469], [-0.0523, 0.0660, -0.0169], [-0.0164, 0.0115, 0.0097], [-0.0312, 0.0025, 0.0389], [0.1281, -0.0707, -0.0665], [-0.0170, 0.0294, -0.0248], [-0.0110, 0.0667, 0.0013], [-0.0021, 0.0255, -0.0197], [-0.1139, -0.0157, 0.0150], [0.3628, 0.0627, -0.1569], [-0.3166, -0.0358, -0.1791], [-0.2141, 0.0374, 0.2336], [0.5425, -0.7673, -0.0942], [-0.2510, 0.8301, -0.0544], [0.0177, -0.1275, 0.0618], [0.2891, -0.0646, -0.5042], [0.1308, 0.0816, -0.0486], [-0.0386, 0.0187, 0.0173], [-0.0652, -0.0143, 0.0178], [-0.0412, -0.0447, 0.2238], [0.0821, 0.0232, -0.0922], [0.0486, -0.0092, 0.0362], [-0.0461, 0.1050, -0.0388], [-0.0800, 0.1202, 0.0172], [-0.0153, -0.0066, 0.0318], [-0.1180, -0.0184, 0.0379], [0.0786, 0.0224, 0.1591], [0.3904, 0.0477, -0.3789], [-0.2097, 0.0514, 0.1815], [-0.0262, 0.0108, -0.1025], [-0.2576, -0.1045, 0.1627], [0.0504, -0.0039, -0.0989], [0.0419, -0.0121, -0.0079], [0.0350, 0.0202, -0.0040], [0.0428, -0.0066, -0.0117], [-0.0770, 0.0401, -0.0072], [-0.0632, -0.0571, -0.0487], [-0.0125, 0.0068, -0.0820], [0.0192, 0.0184, -0.0146], [-0.0127, -0.0209, 0.0256], [0.0138, 0.0114, 0.0319], [0.0162, 0.0024, 0.0309], [0.0506, -0.0147, -0.0419], [0.0200, 0.0324, -0.0930], [0.0000, -0.0190, 0.0364], [-0.0166, -0.0022, 0.0209], [-0.0312, 0.0169, 0.0269]], "spin_multiplicity": 2, "charge": -1, "lumo_energy_ev": [1.87, 1.04], "e_tot_ev": -123464.4653}